{"formula": "C2H2F2Si", "method": "the ωB97M-V functional and the def2-TZVPD basis", "elements": ["H", "F", "C", "F", "Si", "H", "C"], "coordinates": [[1.76, -0.21, -1.41], [-1.86, -1.32, 0.13], [0.87, 0.03, -0.69], [-2.03, 1.29, -0.11], [-0.91, -0.04, -0.01], [1.41, 0.09, 1.45], [0.75, 0.15, 0.65]], "lowdin_charge": [0.08, -0.12, -0.13, -0.22, 0.54, 0.02, -0.19], "smiles": "F[Si]1(F)C=C1", "homo_lumo_gap_ev": 10.46, "molar_mass_g_mol": 92.12, "e_homo_ev": -10.0, "relative_energy_ev": 0.6406, "energy_ha": -566.6668, "total_charge": 0, "lumo_ev": 0.44}